ORCA calculation (the ωB97M-V functional and the def2-TZVPD basis) on a molecular structure, C35H48ClGeN6O3PtS2Se in a non-equilibrium geometry.

Atoms and positions in Å:
1 Pt -0.391 -0.221 -0.085
2 C 1.352 -1.568 -6.913
3 C -0.118 -1.796 -6.747
4 C -0.894 -2.214 -7.820
5 C -2.245 -2.482 -7.677
6 C -2.844 -2.336 -6.437
7 C -2.093 -1.912 -5.355
8 C -0.737 -1.631 -5.502
9 N 0.059 -1.272 -4.393
10 C -0.301 -0.621 -3.247
11 N -1.350 0.219 -3.347
12 C -2.128 0.879 -2.392
13 C -1.971 0.726 -1.004
14 C -2.916 1.343 -0.183
15 C -3.924 2.140 -0.683
16 C -4.020 2.331 -2.051
17 C -3.150 1.701 -2.918
18 C -3.324 1.892 -4.399
19 N 0.439 -0.726 -2.177
20 C 1.468 -1.679 -2.140
21 C 2.789 -1.256 -2.294
22 C 3.811 -2.186 -2.278
23 C 3.527 -3.529 -2.080
24 C 2.220 -3.942 -1.884
25 C 1.172 -3.036 -1.922
26 C -0.251 -3.452 -1.728
27 H 1.630 -1.648 -7.959
28 H 1.923 -2.310 -6.354
29 H 1.640 -0.580 -6.561
30 H -0.426 -2.342 -8.783
31 H -2.825 -2.827 -8.520
32 H -3.892 -2.567 -6.303
33 H -2.551 -1.829 -4.379
34 H 0.973 -1.707 -4.363
35 H -1.700 0.318 -4.293
36 H -2.879 1.203 0.890
37 H -4.631 2.609 -0.013
38 H -4.793 2.971 -2.445
39 H -4.148 2.579 -4.582
40 H -3.575 0.948 -4.887
41 H -2.423 2.304 -4.856
42 H 2.993 -0.207 -2.461
43 H 4.827 -1.863 -2.434
44 H 4.323 -4.258 -2.099
45 H 2.012 -4.989 -1.715
46 H -0.310 -4.433 -1.263
47 H -0.775 -3.488 -2.685
48 H -0.763 -2.714 -1.101
49 C -3.760 -4.577 0.522
50 N -3.266 -4.082 1.788
51 C -2.671 -2.900 1.927
52 N -2.288 -2.498 3.146
53 S -2.472 -1.923 0.559
54 H -4.166 -5.575 0.658
55 H -2.951 -4.622 -0.208
56 H -4.538 -3.921 0.125
57 H -3.450 -4.638 2.609
58 H -2.327 -3.099 3.952
59 H -1.890 -1.581 3.259
60 Cl 2.111 1.741 2.621
61 N 1.691 -0.646 0.776
62 C 1.940 -1.748 1.631
63 C 3.136 -2.459 1.592
64 C 3.399 -3.422 2.555
65 C 2.442 -3.668 3.504
66 C 1.237 -3.015 3.555
67 C 0.978 -2.064 2.585
68 S 2.844 -4.734 4.965
69 O 3.536 -5.844 4.365
70 O 1.546 -5.002 5.533
71 O 3.647 -3.734 5.638
72 H 1.809 0.220 1.357
73 H 2.413 -0.604 0.057
74 H 3.875 -2.229 0.838
75 H 4.337 -3.949 2.580
76 H 0.551 -3.268 4.344
77 H 0.045 -1.515 2.559
78 C -2.501 4.310 5.750
79 Ge -2.623 3.351 4.023
80 C -3.340 4.504 2.576
81 C -3.529 1.588 4.155
82 C -0.721 2.853 3.583
83 Se -0.474 1.680 2.047
84 C -0.199 3.043 0.709
85 H -3.483 4.571 6.132
86 H -1.937 5.230 5.626
87 H -1.999 3.702 6.496
88 H -4.329 4.867 2.840
89 H -3.414 3.971 1.633
90 H -2.695 5.368 2.438
91 H -4.579 1.688 4.404
92 H -3.055 0.994 4.932
93 H -3.453 1.045 3.216
94 H -0.311 2.296 4.426
95 H -0.085 3.715 3.395
96 H -1.059 3.711 0.710
97 H -0.100 2.552 -0.263
98 H 0.714 3.579 0.963

orbital gap (alpha / beta)	2.74 / 2.74	eV
charge	+1
highest occupied orbital energy (alpha / beta)	-9.602 / -9.603	eV
electronic energy	-7770.66993	a.u.
energy relative to the best compared isomer or geometry (same formula, charge and spin)	0.00	kJ/mol
strongest force on any atom	2.62	eV/Å

---

ORCA calculation (the ωB97M-V functional and the def2-TZVPD basis) on C7H13N in the gas phase in a non-equilibrium geometry.

Atoms and positions in Å:
1 C 1.306 0.022 -0.711
2 C 1.111 0.395 0.762
3 C -0.319 0.809 0.991
4 C -0.729 -0.431 -1.890
5 C 1.577 -0.885 1.503
6 C -0.801 2.220 0.421
7 C -1.590 -1.620 -1.967
8 N 0.325 -0.311 -1.361
9 H 2.298 -0.226 -0.979
10 H 1.730 1.262 0.781
11 H -0.421 0.814 2.050
12 H -0.948 -0.034 0.605
13 H 0.823 -1.621 1.775
14 H 2.137 -0.612 2.428
15 H 2.249 -1.427 0.894
16 H -1.840 1.972 0.028
17 H -0.172 2.562 -0.411
18 H -0.955 2.973 1.162
19 H -2.007 -1.889 -3.019
20 H -2.580 -1.413 -1.496
21 H -1.196 -2.558 -1.568

orbital gap	8.26	eV
highest occupied orbital energy	-7.264	eV
electronic energy	-329.14933	a.u.
energy relative to the best compared isomer or geometry (same formula, charge and spin)	320.66	kJ/mol
strongest force on any atom	3.52	eV/Å

---

ORCA calculation (the ωB97M-V functional and the def2-TZVPD basis) on a molecular structure, C20H22BrN4O4PtS2Sb in a non-equilibrium geometry.

Atoms and positions in Å:
1 Pt -0.023 0.750 0.733
2 O -1.330 3.651 0.692
3 S 0.008 3.295 0.378
4 O 0.947 4.350 0.004
5 O 0.700 2.503 1.545
6 O 0.093 2.194 -0.706
7 N -2.147 -1.903 -1.766
8 C -1.278 -2.675 -2.592
9 C -1.791 -3.706 -3.353
10 C -0.948 -4.449 -4.167
11 C 0.405 -4.166 -4.205
12 C 0.913 -3.123 -3.441
13 C 0.064 -2.378 -2.644
14 S 0.670 -0.977 -1.759
15 N -0.539 -0.801 -0.534
16 C -1.784 -1.071 -0.795
17 C -2.887 -0.427 -0.005
18 C -4.227 -0.739 -0.154
19 C -5.166 -0.027 0.581
20 C -4.743 0.980 1.425
21 C -3.377 1.212 1.533
22 N -2.488 0.500 0.852
23 H -3.131 -2.075 -1.877
24 H -2.851 -3.934 -3.307
25 H -1.352 -5.246 -4.776
26 H 1.064 -4.755 -4.828
27 H 1.969 -2.879 -3.467
28 H -4.560 -1.518 -0.827
29 H -6.218 -0.258 0.487
30 H -5.449 1.569 1.995
31 H -2.984 2.000 2.166
32 Br 2.664 -0.985 1.225
33 C 1.350 -1.143 2.560
34 C 1.596 -1.937 3.659
35 C 0.636 -1.995 4.655
36 C -0.530 -1.263 4.510
37 C -0.713 -0.521 3.365
38 N 0.204 -0.463 2.385
39 H 2.519 -2.495 3.723
40 H 0.802 -2.603 5.534
41 H -1.298 -1.272 5.268
42 H -1.615 0.046 3.200
43 C 4.369 1.421 0.168
44 Sb 2.783 2.838 -0.105
45 C 2.580 2.836 -2.203
46 C 3.756 4.636 0.428
47 H 5.135 1.923 -0.435
48 H 4.107 0.449 -0.231
49 H 4.655 1.363 1.214
50 H 3.251 3.619 -2.562
51 H 1.553 3.055 -2.474
52 H 2.881 1.857 -2.568
53 H 4.680 4.629 -0.155
54 H 3.975 4.652 1.492
55 H 3.101 5.457 0.158

orbital gap	4.51	eV
charge	+2
highest occupied orbital energy	-13.074	eV
electronic energy	-5024.65031	a.u.
energy relative to the best compared isomer or geometry (same formula, charge and spin)	314.99	kJ/mol
strongest force on any atom	2.05	eV/Å

---

ORCA calculation (the ωB97M-V functional and the def2-TZVPD basis) on a molecular structure, C23H24N2O5SeSiTl in a non-equilibrium geometry.

Atoms and positions in Å:
1 Tl 0.109 0.030 1.327
2 O 7.751 0.052 -0.550
3 C 7.151 -0.990 0.045
4 O 7.787 -1.825 0.618
5 C 5.651 -1.065 -0.048
6 C 4.837 0.056 -0.180
7 C 3.461 -0.080 -0.197
8 C 2.886 -1.346 -0.112
9 C 3.699 -2.471 0.029
10 C 5.070 -2.324 0.071
11 N 1.480 -1.425 -0.112
12 C 0.830 -2.411 -0.575
13 C -0.634 -2.474 -0.512
14 C -1.290 -3.641 -0.874
15 C -2.675 -3.686 -0.804
16 C -3.360 -2.551 -0.407
17 C -2.631 -1.421 -0.062
18 N -1.305 -1.389 -0.097
19 H 7.138 0.596 -1.054
20 H 5.262 1.051 -0.232
21 H 2.818 0.787 -0.303
22 H 3.254 -3.450 0.157
23 H 5.718 -3.179 0.209
24 H 1.325 -3.251 -1.061
25 H -0.718 -4.501 -1.195
26 H -3.204 -4.595 -1.056
27 H -4.439 -2.535 -0.357
28 H -3.129 -0.513 0.257
29 C -0.264 -1.535 6.523
30 Si 0.048 -0.208 5.237
31 C -1.311 1.062 5.033
32 C 1.768 0.538 5.193
33 Se -0.015 -1.632 3.275
34 H -0.182 -1.143 7.539
35 H 0.457 -2.347 6.410
36 H -1.263 -1.954 6.397
37 H -1.376 1.699 5.918
38 H -2.283 0.589 4.885
39 H -1.110 1.698 4.172
40 H 1.992 1.077 6.117
41 H 1.849 1.245 4.365
42 H 2.526 -0.233 5.057
43 O -1.175 4.795 2.484
44 C -0.589 5.099 1.319
45 C -0.479 6.450 0.982
46 C 0.082 6.831 -0.216
47 C 0.561 5.879 -1.116
48 C 0.489 4.546 -0.786
49 C -0.078 4.135 0.428
50 C -0.090 2.700 0.765
51 O 0.499 1.874 -0.002
52 O -0.670 2.287 1.817
53 H -1.192 3.828 2.574
54 H -0.850 7.178 1.691
55 H 0.145 7.884 -0.459
56 H 0.991 6.181 -2.061
57 H 0.872 3.790 -1.457

orbital gap	6.62	eV
charge	+1
highest occupied orbital energy	-10.959	eV
electronic energy	-4239.86655	a.u.
energy relative to the best compared isomer or geometry (same formula, charge and spin)	36.43	kJ/mol
strongest force on any atom	1.27	eV/Å

---

ORCA calculation (the ωB97M-V functional and the def2-TZVPD basis) on 2 unconnected molecules or ions with the total composition C6H14N2O2 in a non-equilibrium geometry.

Atoms and positions in Å:
1 C -1.368 -0.917 1.529
2 N -1.475 -1.468 0.189
3 C -1.506 -0.691 -0.935
4 C -2.008 -1.382 -2.158
5 O -1.447 0.530 -0.887
6 H -0.644 -0.110 1.542
7 H -2.314 -0.460 1.843
8 H -1.082 -1.717 2.198
9 H -1.237 -2.425 0.009
10 H -3.069 -1.625 -2.201
11 H -1.860 -0.734 -3.024
12 H -1.448 -2.283 -2.422
13 C 1.087 2.884 0.567
14 N 1.059 1.465 0.306
15 C 2.191 0.680 0.568
16 C 2.060 -0.706 0.091
17 O 3.102 1.185 1.198
18 H 1.145 3.415 -0.393
19 H 0.345 3.277 1.259
20 H 2.046 3.215 0.956
21 H 0.164 1.133 -0.066
22 H 1.158 -0.947 -0.462
23 H 2.897 -0.886 -0.605
24 H 2.201 -1.433 0.895

orbital gap	9.54	eV
highest occupied orbital energy	-8.985	eV
SMILES	CNC(C)=O.CNC(C)=O
electronic energy	-497.02283	a.u.
energy relative to the best compared isomer or geometry (same formula, charge and spin)	91.10	kJ/mol
strongest force on any atom	3.61	eV/Å

---

ORCA calculation (the ωB97M-V functional and the def2-TZVPD basis) on C4H6N2O in the gas phase.

Atoms and positions in Å:
1 C -2.211 -0.004 -0.125
2 O -1.111 -0.726 0.409
3 C 0.106 -0.192 0.172
4 C 0.571 0.874 -0.559
5 N 1.950 0.861 -0.579
6 C 2.307 -0.155 0.148
7 N 1.232 -0.837 0.649
8 H -2.245 1.012 0.286
9 H -3.108 -0.550 0.176
10 H -2.176 0.055 -1.222
11 H 0.054 1.703 -1.024
12 H 3.327 -0.441 0.362
13 H 1.304 -1.600 1.306

orbital gap	9.07	eV
highest occupied orbital energy	-8.197	eV
SMILES	COc1cnc[nH]1
electronic energy	-340.75052	a.u.
energy relative to the best compared isomer or geometry (same formula, charge and spin)	116.54	kJ/mol
strongest force on any atom	0.47	eV/Å

---

- Among the records above, which one has the highest strongest force on any atom?
  C6H14N2O2